DFT (ωB97M-V/def2-TZVPD) results for a gas-phase ion, C5H14N3O (charge +1) in a non-equilibrium geometry.

```
23
Properties=species:S:1:pos:R:3:forces:R:3
C 0.5899 -0.6284 1.4593 0.2 0.2 -1.7
C 0.9184 -1.2350 -1.1177 -1.6 6.4 -0.8
C 0.4772 2.2037 0.7305 2.0 1.9 -1.3
C -1.9465 -1.3298 -0.1315 -0.8 -0.9 -0.7
C 0.3369 -0.0760 -0.0161 1.8 -1.0 -1.9
N 1.7682 -1.1782 1.7829 -0.5 0.9 -2.6
N 0.9173 1.2773 -0.2386 -1.3 -5.7 0.7
N -1.2176 -0.0592 0.0091 -0.5 2.3 1.1
O -0.4216 -0.5926 2.1010 -0.6 -0.3 3.3
H 0.1623 -1.3122 -1.9204 0.2 -1.4 0.9
H 1.3571 -1.9182 -0.4892 0.5 -2.5 0.3
H 1.6500 -0.6247 -1.7016 0.2 -0.8 0.8
H -0.2566 2.8502 0.3903 -2.3 0.9 -0.6
H 0.1892 1.7277 1.6263 0.2 -0.1 1.2
H 1.3048 2.8986 0.7237 0.4 0.4 1.5
H -1.8775 -1.6349 -1.2030 -0.3 0.0 1.0
H -1.3941 -2.0111 0.5218 -0.4 -0.2 -0.4
H -3.0369 -1.2972 0.2357 1.8 0.4 -0.7
H 2.4318 -1.1306 1.0239 0.4 0.0 0.4
H 2.1233 -1.3167 2.6822 0.1 -0.3 1.6
H 1.0920 1.4440 -1.2002 0.0 0.8 -0.6
H -1.3840 0.1882 1.0718 0.4 -0.3 -1.7
H -1.5653 0.7162 -0.5802 0.2 -0.7 0.1
```
Forces are in eV/Å.

Summary:
Gap between HOMO and LUMO = 10.55 eV
SMILES string = CN[C@](C)([NH2+]C)C(N)=O
Energy relative to the best compared isomer or geometry (same formula, charge and spin) = 56.3 kcal/mol
HOMO energy = -13.31 eV
Charge = +1
Calculated total energy = -438.1242 Ha



DFT (ωB97M-V/def2-TZVPD) results for a molecular structure, C53H57BrF4IrN3O4P in a non-equilibrium geometry.

```
124
Properties=species:S:1:pos:R:3:forces:R:3
Ir 0.1186 0.5648 0.6430 -2.1 -0.6 0.0
C -5.3398 -1.6229 0.2386 0.3 0.1 0.0
C -4.6791 -0.3475 -0.2961 -0.3 0.0 -0.3
C -5.5595 0.2490 -1.4045 0.3 0.0 -0.1
C -4.4609 0.7272 0.7384 0.8 0.0 0.4
C -5.5434 1.1253 1.4981 0.0 0.2 0.0
C -5.4378 2.1096 2.4664 0.3 0.1 -0.2
C -4.2261 2.7578 2.6567 -0.3 -0.1 0.0
C -3.1100 2.4296 1.9161 0.0 -0.2 -0.9
C -1.9334 3.3735 1.9288 0.1 0.1 0.1
C -1.3918 3.6846 3.3240 0.1 -0.2 -0.3
C -2.4005 4.6907 1.2928 0.1 -0.2 -0.1
C -3.1955 1.3801 0.9520 -1.4 0.3 1.5
N -2.1052 1.0064 0.2233 2.9 -0.3 -0.7
C -2.2182 0.9793 -1.1405 0.5 0.7 0.3
O -3.0040 1.6739 -1.7560 0.3 -0.4 -0.1
C -1.2351 0.1037 -1.8584 -0.3 0.1 -0.7
C -1.2869 0.0836 -3.2465 0.1 -0.2 0.2
C -0.3859 -0.7088 -3.9383 -0.1 0.1 0.3
C 0.4623 -1.5176 -3.2056 -0.1 0.1 0.3
C 0.4458 -1.4623 -1.8086 0.5 -0.4 -0.6
N -0.3622 -0.6286 -1.1529 -0.2 1.2 1.4
C 1.2983 -2.5044 -1.1321 0.1 -0.4 0.1
O 1.8592 -3.3288 -1.8398 -0.2 0.1 -0.2
N 1.4572 -2.5163 0.2009 0.6 0.5 0.4
C 1.5601 -3.6624 0.8917 -0.3 -0.4 0.0
C 0.4282 -4.5516 0.8726 0.0 -0.1 -0.1
C 0.5237 -5.8033 1.4335 -0.1 0.1 0.1
C 1.6837 -6.1998 2.0859 -0.1 0.2 -0.1
C 2.7644 -5.3333 2.1507 0.1 0.1 0.0
C 2.7575 -4.0792 1.5686 0.1 -0.3 0.2
C 4.0855 -3.3798 1.4258 0.1 0.1 -0.1
C 4.1065 -1.9217 1.8875 0.0 -0.1 0.1
C 4.5622 -3.5734 -0.0222 0.0 0.1 0.2
C -0.8651 -4.1200 0.2315 -0.1 -0.1 0.0
C -1.0683 -4.8869 -1.0790 0.0 0.3 0.0
C -2.0475 -4.3300 1.1801 0.2 0.2 -0.1
H -5.5370 -2.2941 -0.5937 0.0 -0.1 -0.1
H -4.6880 -2.1405 0.9371 0.0 -0.1 0.1
H -6.2889 -1.4205 0.7252 -0.1 0.0 0.1
H -3.7192 -0.6445 -0.7308 -0.1 0.0 0.0
H -6.5329 0.5324 -1.0166 -0.2 0.0 0.1
H -5.0837 1.1352 -1.8178 -0.2 0.0 -0.1
H -5.7059 -0.4808 -2.1960 -0.1 -0.1 -0.1
H -6.5015 0.6572 1.3392 -0.1 -0.1 -0.1
H -6.3021 2.4031 3.0405 -0.1 0.0 0.1
H -4.1773 3.5766 3.3562 0.0 0.1 0.2
H -1.1302 2.9335 1.3210 -0.1 0.2 0.1
H -2.1427 4.1705 3.9410 -0.1 0.0 0.1
H -1.0559 2.7842 3.8284 0.0 0.0 0.1
H -0.5501 4.3665 3.2338 0.1 0.1 0.1
H -3.0976 5.1889 1.9602 -0.1 0.1 0.1
H -1.5576 5.3559 1.1309 0.1 0.1 0.0
H -2.9121 4.5202 0.3502 0.0 0.0 -0.1
H -2.0301 0.6880 -3.7429 0.0 0.1 0.0
H -0.3536 -0.7060 -5.0169 -0.1 -0.1 -0.1
H 1.1314 -2.2192 -3.6823 0.0 0.0 0.1
H -0.3142 -6.4809 1.3784 -0.1 -0.1 0.0
H 1.7506 -7.1774 2.5383 0.0 -0.1 0.0
H 3.6644 -5.6775 2.6361 0.2 0.0 0.0
H 4.7998 -3.9223 2.0535 -0.1 0.0 0.0
H 3.1625 -1.4246 1.6749 0.0 0.1 0.0
H 4.2846 -1.8781 2.9601 0.0 0.1 0.1
H 4.9158 -1.3810 1.4033 0.1 0.1 0.0
H 3.8572 -3.1719 -0.7405 -0.1 0.0 -0.1
H 5.5275 -3.0986 -0.1720 0.2 0.1 0.0
H 4.6678 -4.6348 -0.2284 0.0 -0.1 -0.1
H -0.8084 -3.0476 0.0190 0.0 -0.1 0.0
H -1.1786 -5.9489 -0.8856 -0.1 -0.2 0.0
H -1.9662 -4.5343 -1.5789 -0.2 0.0 -0.1
H -0.2195 -4.7540 -1.7443 0.0 0.0 -0.1
H -2.2552 -5.3844 1.3282 0.0 -0.2 0.1
H -1.8331 -3.8801 2.1472 -0.1 0.0 0.1
H -2.9399 -3.8722 0.7613 -0.2 0.0 0.0
F 2.9818 3.1524 6.7456 -0.2 -0.2 -0.1
C 2.2495 2.4174 5.9339 -0.1 -0.2 -0.1
C 1.3921 1.4320 6.4249 0.1 0.0 0.0
F 1.3014 1.2131 7.7251 0.0 0.1 -0.3
C 0.6336 0.6717 5.5366 -0.1 -0.1 -0.1
F -0.1650 -0.2705 6.0367 0.3 0.3 0.3
C 0.6802 0.8602 4.1547 0.2 0.3 -0.5
P -0.3562 -0.2065 3.0514 0.0 0.2 -0.2
C 0.1251 -1.8128 3.7954 0.3 -0.1 -0.7
C 1.4894 -2.0514 3.9414 -0.1 0.1 0.0
C 1.9395 -3.1866 4.5884 0.0 0.1 0.1
C 1.0302 -4.0988 5.0996 -0.1 0.0 0.0
C -0.3280 -3.8670 4.9580 0.0 0.0 0.0
C -0.7833 -2.7351 4.3029 -0.2 0.1 -0.1
C -2.0626 -0.0278 3.6753 0.1 0.0 -0.7
C -2.4712 0.7503 4.7526 0.1 0.0 0.2
C -3.7721 0.6623 5.2202 0.2 -0.1 0.1
C -4.6679 -0.2175 4.6356 0.1 0.0 0.0
C -4.2763 -0.9750 3.5425 0.0 -0.1 0.1
C -2.9907 -0.8624 3.0454 0.1 0.0 0.1
C 1.5681 1.8303 3.6911 0.0 0.0 0.6
Br 1.8473 2.1598 1.8424 -1.1 -0.6 -0.2
C 2.3340 2.6023 4.5571 -0.2 -0.2 -0.3
F 3.1562 3.5148 4.0578 0.1 0.0 0.1
H 2.1948 -1.3201 3.5787 0.1 0.0 0.0
H 2.9986 -3.3485 4.7187 0.1 0.0 0.0
H 1.3766 -4.9753 5.6245 0.0 -0.1 0.0
H -1.0442 -4.5539 5.3825 -0.1 -0.1 0.0
H -1.8445 -2.5555 4.2414 -0.1 0.0 0.0
H -1.7860 1.4064 5.2648 0.0 0.1 0.0
H -4.0752 1.2693 6.0601 0.0 0.0 0.1
H -5.6704 -0.3051 5.0257 -0.1 0.0 0.0
H -4.9775 -1.6593 3.0903 0.0 0.0 -0.1
H -2.6777 -1.4477 2.1886 -0.1 -0.1 -0.1
C 3.4733 -0.1576 -0.9587 0.3 -0.3 0.1
O 2.3475 0.7025 -0.8813 -0.3 0.3 0.3
C 2.2970 1.5627 -2.0076 -0.4 0.6 -0.2
C 1.6052 2.8625 -1.6481 0.4 -0.4 -0.1
O 0.2699 2.6041 -1.2504 0.4 -0.5 0.1
C -0.5403 3.7518 -1.4505 -0.4 0.4 0.0
H 3.5187 -0.6558 -1.9311 0.0 0.0 0.0
H 3.3565 -0.8988 -0.1809 0.1 0.0 -0.1
H 4.3964 0.4118 -0.8066 -0.1 0.0 0.0
H 1.7585 1.0643 -2.8252 0.1 0.0 0.1
H 3.3122 1.7971 -2.3477 -0.1 0.0 0.1
H 1.6212 3.5143 -2.5284 0.0 0.0 0.1
H 2.1520 3.3643 -0.8393 0.0 0.1 0.0
H -0.5307 4.0389 -2.5057 0.0 -0.1 0.0
H -0.1805 4.5967 -0.8585 0.0 0.0 0.1
H -1.5544 3.4992 -1.1653 0.0 0.0 0.0
```
Forces are in eV/Å.

Summary:
Gap between HOMO and LUMO (spin up / spin down) = 5.13 / 5.18 eV
Energy relative to the best compared isomer or geometry (same formula, charge and spin) = 2.1 kcal/mol
HOMO energy (spin up / spin down) = -12.73 / -12.77 eV
Charge = +2
2S+1 = 2
Calculated total energy = -5937.5422 Ha



DFT (ωB97M-V/def2-TZVPD) results for 9 unconnected molecules or ions with the total composition C44H46N6O23S2 in a non-equilibrium geometry.

```
121
Properties=species:S:1:pos:R:3:forces:R:3
C 5.3628 0.3651 -0.9857 -0.4 -0.2 0.4
C 6.8622 0.8132 -0.9997 -0.8 -1.5 -0.6
O 7.5306 -0.4586 -0.9366 0.5 0.0 -0.4
S 6.7413 -1.4308 0.0533 1.7 -0.4 -0.3
O 6.9671 -0.9909 1.3785 -0.6 0.6 0.7
O 7.1313 -2.7691 -0.2426 -0.8 0.4 -0.5
O 5.3154 -1.0556 -0.4782 0.1 1.2 -0.1
H 4.8880 0.2776 -1.9624 0.3 0.2 0.0
H 4.7368 0.9809 -0.3255 0.3 -0.3 -0.1
H 7.2079 1.4133 -0.2027 -0.2 0.5 1.4
H 7.1597 1.3626 -1.8871 -0.2 -0.5 -0.4
C 1.6672 -1.2192 0.3079 0.1 -0.6 1.0
C 1.5514 -0.1233 1.3800 -0.2 -0.5 1.8
O 0.9803 1.0439 0.7399 0.5 -0.4 -1.0
S 0.3628 0.6574 -0.6779 -0.6 0.2 0.4
O 1.0091 1.2165 -1.8020 1.5 0.5 -0.1
O -1.0197 0.8987 -0.6099 -1.6 0.1 0.3
O 0.6371 -0.8749 -0.6333 0.5 -0.5 -0.2
H 1.4053 -2.2604 0.6475 0.5 1.2 -0.1
H 2.6856 -1.1949 -0.0749 -0.2 -0.2 -0.8
H 2.5116 0.1838 1.8569 -0.7 -0.3 -0.6
H 0.8729 -0.4404 2.2149 0.4 0.4 -0.9
C -5.9762 4.5073 0.5734 -0.6 -1.5 1.7
C -5.6897 3.2336 1.4160 0.5 0.7 -0.8
O -5.3816 2.2079 0.4342 0.0 -0.5 -0.3
C -4.9275 1.0480 0.9414 -0.8 -0.9 1.0
O -5.0002 0.7819 2.1196 0.5 0.0 -0.7
O -4.4954 0.1462 0.0310 0.0 1.9 -0.1
C -4.2721 0.7043 -1.3129 0.2 -0.6 0.3
H -5.1999 4.7076 -0.1050 1.1 0.2 -0.8
H -6.0679 5.3348 1.2511 -0.2 0.5 0.3
H -6.8875 4.3686 0.0298 -0.6 0.1 -0.3
H -6.5322 2.9613 2.0985 0.9 0.0 -0.6
H -4.7277 3.3383 1.9284 -0.5 0.2 0.6
H -3.9555 -0.1900 -1.8609 0.0 0.4 -0.1
H -3.4340 1.4633 -1.3002 -1.2 -0.8 0.0
H -5.2486 1.0680 -1.6800 0.8 0.1 0.0
C 4.0754 -4.4372 0.5353 -0.6 0.5 -0.5
C 4.9917 -4.4732 1.5556 1.9 -0.6 -0.1
C 4.7300 -5.2213 2.7062 0.0 0.3 1.1
C 3.4942 -5.8685 2.8196 0.4 0.8 0.5
C 2.5603 -5.7634 1.8130 -0.2 -1.1 0.8
C 2.8440 -5.0481 0.6891 -0.5 -0.4 -0.9
N 3.1025 -6.5816 4.0810 1.1 0.0 -0.2
O 3.8192 -6.4118 5.0524 -0.3 0.1 -0.3
O 2.1405 -7.3189 4.0566 -0.2 0.2 -0.2
H 4.2980 -3.9144 -0.3814 0.1 0.1 -0.2
H 6.0293 -4.0887 1.3336 -1.4 -0.2 0.7
H 5.4537 -5.2223 3.5479 -0.6 -0.2 -0.7
H 1.6691 -6.3634 1.8781 -0.3 0.1 0.1
H 2.0893 -5.1524 -0.0906 0.4 0.6 -0.2
C -1.0186 -2.4301 -5.2367 1.2 1.5 0.1
C -0.4928 -1.1646 -5.3810 -0.3 3.1 0.2
C 0.6279 -0.7094 -4.6541 -1.5 -0.9 -0.7
C 1.1972 -1.6955 -3.8846 1.5 1.5 0.5
C 0.7584 -2.9711 -3.6935 -0.1 0.1 -0.9
C -0.3628 -3.2854 -4.4177 -0.7 -2.1 1.0
N 2.4722 -1.2688 -3.2993 0.0 -1.9 0.1
O 2.9661 -0.2598 -3.6803 0.8 2.3 -0.6
O 3.0478 -2.0314 -2.5579 0.1 -0.8 1.1
H -1.9209 -2.6916 -5.6875 -1.2 -0.4 -0.8
H -1.0433 -0.3417 -5.8898 0.3 -1.0 0.0
H 0.9928 0.3317 -4.6194 -0.3 -1.0 -0.3
H 1.2963 -3.7150 -3.1475 0.2 0.0 0.5
H -0.8237 -4.2452 -4.2494 0.1 -0.4 0.0
C -1.0812 -2.2699 3.7546 0.1 0.3 -0.6
C -1.8944 -1.4425 2.9936 -0.2 -0.9 -0.9
C -2.0904 -1.6621 1.5976 0.6 1.0 0.7
C -1.3498 -2.6541 1.0038 0.7 -0.1 0.4
C -0.5361 -3.4999 1.7661 0.2 -1.3 -0.2
C -0.4023 -3.3160 3.1233 -1.0 0.9 0.2
N -1.3097 -2.7986 -0.4726 -1.2 -0.7 1.3
O -0.6632 -3.6990 -0.9156 1.7 -1.5 -0.4
O -2.0086 -2.1152 -1.1516 -1.1 1.7 -0.6
H -0.9385 -2.1011 4.8231 -0.2 0.0 -0.3
H -2.4158 -0.6704 3.4975 -0.5 0.7 0.1
H -2.6835 -0.9866 0.9785 0.0 -0.2 0.3
H -0.0868 -4.4144 1.3496 -0.1 0.8 -0.2
H 0.1208 -3.9744 3.7641 0.8 -0.8 0.1
C -1.3753 5.4177 -1.7998 0.6 1.2 -1.4
C -2.4239 4.6853 -1.2768 0.2 1.0 -0.2
C -2.2573 4.0721 -0.0773 -0.1 -1.2 1.6
C -1.0362 4.1761 0.6056 -0.3 -0.5 -1.1
C 0.0177 4.8930 0.0707 0.3 1.0 1.0
C -0.1880 5.5616 -1.1214 1.0 -0.6 -0.6
N -0.7844 3.3404 1.7734 0.5 0.5 0.7
O -1.5772 2.4431 2.0214 0.7 0.6 0.1
O 0.2311 3.6281 2.4185 -1.3 -0.9 -0.3
H -1.3679 5.9613 -2.7697 -0.7 -0.7 0.7
H -3.3825 4.6875 -1.7317 -0.6 -0.2 -0.6
H -3.0801 3.4719 0.3383 0.6 0.3 -0.1
H 0.9287 5.0973 0.6489 -0.4 -0.7 -0.3
H 0.6597 6.0335 -1.6419 -0.5 0.1 0.6
C -2.1770 1.3472 6.3987 -0.4 -0.2 2.3
C -1.3738 0.8044 7.4019 0.1 -0.3 -1.2
C -0.1466 0.3037 7.0235 0.7 -0.1 0.1
C 0.2350 0.4099 5.7015 -0.1 -0.1 0.4
C -0.4639 1.1492 4.7718 1.5 -1.4 0.0
C -1.6981 1.5422 5.1353 -2.1 2.7 -0.6
N 1.4238 -0.3393 5.3293 1.4 0.0 -1.2
O 1.9492 -1.0617 6.1366 -0.1 -0.4 1.0
O 1.8767 -0.2456 4.1905 -0.7 0.5 0.2
H -3.1505 1.7005 6.7529 0.2 0.0 -0.7
H -1.7399 0.7477 8.3939 -0.1 -0.1 0.8
H 0.6276 -0.1126 7.6550 -0.5 -0.2 0.4
H 0.0161 1.2970 3.8398 -0.1 0.4 -0.9
H -2.2926 2.2707 4.5549 0.4 -1.0 -0.3
C -0.3883 2.5272 -4.2040 1.9 -0.2 -0.1
C -1.6599 2.2963 -3.7815 -2.1 -0.1 0.7
C -2.6535 2.1348 -4.7445 0.5 0.8 -1.5
C -2.3201 2.3081 -6.1225 -1.2 -0.8 1.3
C -1.0560 2.5642 -6.4988 1.8 -0.5 -1.6
C -0.0546 2.5834 -5.5610 -2.0 0.6 1.8
N -3.3067 2.0536 -7.2161 1.6 1.3 -0.5
O -2.9673 2.2618 -8.3929 -0.5 -0.5 1.7
O -4.3816 1.7138 -6.8345 -1.6 -0.7 -0.2
H 0.3815 2.5486 -3.4366 0.0 0.2 -0.3
H -1.9347 2.2729 -2.6877 0.5 -0.1 -1.4
H -3.6714 2.0098 -4.4876 -0.8 -0.4 0.3
H -0.7773 2.5670 -7.5564 -0.3 0.2 0.3
H 0.9143 2.7474 -5.8541 2.2 0.2 -0.6
```
Forces are in eV/Å.

Summary:
Gap between HOMO and LUMO = 8.83 eV
SMILES string = O=[N+]([O-])c1ccccc1.O=[N+]([O-])c1ccccc1.O=[N+]([O-])c1ccccc1.O=[N+]([O-])c1ccccc1.O=[N+]([O-])c1ccccc1.O=[N+]([O-])c1ccccc1.O=S1(=O)OCCO1.O=S1(=O)OCCO1.CCOC(=O)OC
HOMO energy = -9.84 eV
Charge = 0
Calculated total energy = -4559.0526 Ha